one.
Molecular formula: C6H9NO2
Method: DFT, wB97M-V/def2-TZVPD

The HOMO energy comes out at -10.0 eV. The value obtained for the orbital gap is 10.461 eV. The SMILES is C[C@@H]1C=C[C@H]1C[N+](=O)[O-]. As for the spin multiplicity: 1.

Atoms and positions in Å:
C 0.18 1.93 0.11
C -0.85 1.45 0.80
C 0.69 0.58 -0.31
C -0.51 0.01 0.52
C 2.08 0.19 0.17
C -1.56 -0.78 -0.27
N -0.94 -2.04 -0.70
O -0.92 -2.94 0.10
O -0.46 -2.07 -1.81
H 0.55 2.92 -0.08
H -1.66 1.88 1.36
H 0.60 0.38 -1.38
H -0.20 -0.57 1.40
H 2.17 0.37 1.24
H 2.83 0.78 -0.34
H 2.27 -0.86 -0.03
H -2.41 -1.01 0.37
H -1.86 -0.22 -1.16

=====

two.
Molecular formula: C6H9NO2
Method: DFT, wB97M-V/def2-TZVPD

The HOMO energy (alpha / beta) comes out at -9.1 / -9.1 eV. The value obtained for the orbital gap (alpha / beta) is 8.316 / 8.316 eV. The SMILES is C=C(C)C(=O)N(C)C=O. As for the spin multiplicity: 1.

Atoms and positions in Å:
C -2.61 0.31 0.00
C 1.82 0.72 -0.84
N -1.18 0.14 0.09
C -0.46 -0.68 -0.66
C 1.11 -0.35 -0.06
C -0.29 0.71 1.15
C 1.75 -1.45 0.39
O -0.70 -1.62 -1.37
O -0.02 0.22 2.25
H -0.46 1.80 1.10
H -2.87 0.83 -0.92
H -3.12 -0.66 -0.01
H -2.97 0.88 0.85
H 2.44 1.32 -0.16
H 2.46 0.29 -1.60
H 1.12 1.40 -1.34
H 2.78 -1.68 0.11
H 1.22 -2.16 1.01

=====

three.
Molecular formula: C6H9NO2
Method: DFT, wB97M-V/def2-TZVPD

The HOMO energy (alpha / beta) comes out at -7.9 / -7.8 eV. The value obtained for the orbital gap (alpha / beta) is 8.162 / 8.294 eV. As for the spin multiplicity: 1.

Atoms and positions in Å:
C 0.42 -1.00 0.35
C -1.44 0.46 0.25
C 1.51 -1.62 0.04
C 0.69 1.55 0.64
C 1.42 2.13 -0.46
C -1.91 -1.81 -0.18
N -0.90 -0.87 0.16
O -2.58 0.66 -0.06
O -0.70 1.48 0.72
H 1.60 -2.33 -0.83
H 2.46 -1.30 0.58
H 1.02 1.88 1.58
H 1.17 1.72 -1.42
H 2.61 2.10 -0.32
H 1.14 3.15 -0.56
H -2.76 -1.33 -0.48
H -1.59 -2.60 -0.84
H -2.15 -2.26 0.84

=====

Short version: two is the most stable of them.

=====

one.
Molecular formula: C6H9NO2
Method: DFT, wB97M-V/def2-TZVPD

The HOMO energy comes out at -8.4 eV. The value obtained for the orbital gap is 8.285 eV. As for the spin multiplicity: 1.

Atoms and positions in Å:
C 2.30 1.18 -0.78
N -0.14 0.42 0.33
C -1.95 0.04 0.21
C 2.20 -0.06 0.06
C 0.78 -0.54 0.45
C -2.82 1.03 0.00
C 0.66 -1.87 0.66
O -2.16 -1.26 -0.08
O 3.17 -0.66 0.46
H -2.77 -1.34 -0.82
H -1.01 0.52 1.14
H 2.05 2.05 -0.16
H 1.58 1.15 -1.61
H 3.31 1.28 -1.17
H -3.81 0.85 -0.39
H -2.58 2.03 0.32
H -0.28 -2.31 0.96
H 1.48 -2.52 0.42

=====

two.
Molecular formula: C6H9NO2
Method: DFT, wB97M-V/def2-TZVPD

The HOMO energy comes out at -9.3 eV. The value obtained for the orbital gap is 10.097 eV. As for the spin multiplicity: 1.

Atoms and positions in Å:
C -1.26 -0.08 -0.53
C -0.16 -0.91 0.35
C 0.92 0.20 0.83
C 0.16 1.43 0.60
C -0.98 1.26 -0.11
C 2.07 0.06 -0.13
H -3.33 0.02 -0.63
H -2.61 -1.74 -0.59
H -0.92 -0.21 -1.61
H -0.69 -1.23 1.26
H 0.36 -1.76 0.11
H 1.58 0.25 1.64
H 0.51 2.40 0.88
H -1.93 2.25 -0.35
H 3.46 -1.08 -0.58
N -2.55 -0.68 -0.22
O 2.82 -1.13 0.00
O 2.57 0.94 -0.91

=====

three.
Molecular formula: C6H9NO2
Method: DFT, wB97M-V/def2-TZVPD

The HOMO energy comes out at -9.0 eV. The value obtained for the orbital gap is 9.792 eV. As for the spin multiplicity: 1.

Atoms and positions in Å:
C 0.20 0.85 0.29
C 1.58 -1.83 0.41
C -2.70 -1.22 0.38
C 1.63 -0.96 -0.59
C -2.48 -0.70 -0.99
C -0.16 2.28 -0.04
N 0.98 0.27 -0.67
O -0.16 0.28 1.30
O -2.91 0.11 -0.11
H 2.16 -2.73 0.38
H 0.98 -1.65 1.28
H -3.60 -1.75 0.63
H -1.85 -1.31 1.04
H 2.25 -1.15 -1.46
H 0.68 2.81 -0.48
H -1.00 2.29 -0.74
H -0.47 2.78 0.87
H 1.14 0.79 -1.51

=====

Short version: two is the most stable of them.

=====

one.
Molecular formula: C6H9NO2
Method: DFT, wB97M-V/def2-TZVPD

The HOMO energy comes out at -8.6 eV. The value obtained for the orbital gap is 8.382 eV. The SMILES is C=C1C[C@]1(N)C=O.C=O. As for the spin multiplicity: 1.

Atoms and positions in Å:
C 0.76 -0.53 -2.08
C -1.41 -0.28 0.29
C -0.09 -0.38 1.02
C -0.39 0.58 -0.32
C 0.09 0.43 2.25
C -0.28 1.81 -0.79
O 0.53 -1.71 -1.81
N 0.68 -1.53 0.95
O -0.67 1.28 2.64
H 1.65 -1.38 1.21
H 0.59 -2.01 0.05
H 1.74 -0.08 -1.86
H 0.17 -0.02 -2.87
H 1.00 0.16 2.83
H -1.69 -1.17 -0.26
H -2.23 0.19 0.83
H 0.69 2.29 -0.91
H -1.14 2.35 -1.17

=====

two.
Molecular formula: C6H9NO2
Method: DFT, wB97M-V/def2-TZVPD

The HOMO energy comes out at -9.4 eV. The value obtained for the orbital gap is 9.201 eV. The SMILES is C=C/C(C)=C(/C)[N+](=O)[O-]. As for the spin multiplicity: 1.

Atoms and positions in Å:
C 1.29 -2.43 -0.04
C 0.38 -1.56 0.34
C 0.34 -0.12 0.07
C -0.83 0.52 -0.05
C 1.59 0.62 0.01
C -1.05 1.98 -0.02
N -2.13 -0.15 -0.23
O -3.11 0.49 -0.19
O -2.18 -1.31 -0.35
H 1.23 -3.59 0.05
H 2.15 -2.16 -0.56
H -0.46 -1.92 0.88
H 1.61 1.60 0.63
H 2.39 0.05 0.47
H 1.89 1.06 -1.01
H 0.01 2.40 0.26
H -1.28 2.41 -0.91
H -1.86 2.12 0.64

=====

three.
Molecular formula: C6H9NO2
Method: DFT, wB97M-V/def2-TZVPD

The HOMO energy comes out at -9.6 eV. The value obtained for the orbital gap is 10.508 eV. The SMILES is O=CN1C[C@@H]2OCC[C@H]21. As for the spin multiplicity: 1.

Atoms and positions in Å:
C 2.56 -0.01 -0.07
C 0.68 1.75 0.04
C -0.51 0.81 -0.43
C -2.14 -0.72 -0.08
C -0.74 -1.42 0.09
C 0.04 -0.21 0.51
H 3.28 0.85 -0.27
H 0.42 2.34 0.98
H 1.25 2.40 -0.69
H -0.17 0.51 -1.44
H -2.72 -0.89 0.81
H -2.72 -1.13 -0.94
H -0.84 -2.20 0.85
H -0.40 -2.03 -0.82
H -0.25 -0.08 1.59
N 1.38 0.45 0.42
O 2.83 -1.20 -0.32
O -1.95 0.76 -0.22

=====

four.
Molecular formula: C6H9NO2
Method: DFT, wB97M-V/def2-TZVPD

The HOMO energy comes out at -9.2 eV. The value obtained for the orbital gap is 9.372 eV. The SMILES is C#CC(=O)[C@](C)(O)NC. As for the spin multiplicity: 1.

Atoms and positions in Å:
C 0.09 -0.04 -0.01
C -0.50 1.36 0.23
C -0.55 -0.83 2.23
N -0.42 -1.11 0.81
C -0.26 -0.38 -1.48
O 1.48 0.07 0.18
C 0.71 0.09 -2.42
C 1.53 0.49 -3.21
O -1.28 -0.95 -1.78
H 1.84 -0.82 0.26
H -1.29 -1.45 0.42
H -0.09 2.05 -0.50
H -0.23 1.70 1.22
H -1.59 1.33 0.13
H 0.40 -0.42 2.59
H -0.73 -1.78 2.74
H -1.35 -0.13 2.48
H 2.25 0.83 -3.89

=====

Short version: four is the most stable of them.

=====

one.
Molecular formula: CH7NO2
Method: DFT, wB97M-V/def2-TZVPD

The HOMO energy comes out at -9.3 eV. The value obtained for the orbital gap is 10.328 eV. The SMILES is C=N.O.O. As for the spin multiplicity: 1.

Atoms and positions in Å:
C -0.76 -0.08 1.88
N -0.15 0.98 2.24
H -1.49 -0.52 2.59
H -0.71 -0.51 0.88
H 0.00 0.84 3.25
H 3.02 1.98 -0.13
H 2.01 2.85 -0.68
O 2.07 2.08 -0.07
H -1.11 -2.64 -4.06
H -1.38 -3.66 -2.98
O -1.40 -2.72 -3.16

=====

two.
Molecular formula: CH7NO2
Method: DFT, wB97M-V/def2-TZVPD

The HOMO energy comes out at -10.3 eV. The value obtained for the orbital gap is 10.929 eV. The SMILES is C=N.O.O. As for the spin multiplicity: 1.

Atoms and positions in Å:
C -4.51 2.20 2.04
N -3.34 2.63 2.08
H -4.74 1.59 2.87
H -5.27 1.91 1.25
H -3.40 3.28 1.26
H 2.14 -2.34 -2.52
H 1.01 -3.23 -3.39
O 1.49 -2.34 -3.35
H 4.49 -0.97 -0.71
H 5.09 -0.91 0.80
O 4.90 -1.53 0.05

=====

Short version: one is the most stable of them.

=====

one.
Molecular formula: CHPS3
Method: DFT, wB97M-V/def2-TZVPD

The HOMO energy (alpha / beta) comes out at -7.1 / -7.1 eV. The value obtained for the orbital gap (alpha / beta) is 5.676 / 5.527 eV. The SMILES is C1#[SH]=PSS1. As for the spin multiplicity: 1.

Atoms and positions in Å:
C 0.94 0.63 -0.26
P -1.66 -1.06 0.04
S -0.17 1.79 -0.20
S -2.29 0.69 0.16
S 0.96 -0.94 0.28
H 2.22 -1.12 -0.02

=====

two.
Molecular formula: CHPS3
Method: DFT, wB97M-V/def2-TZVPD

The HOMO energy comes out at -9.0 eV. The value obtained for the orbital gap is 6.631 eV. The SMILES is S=PC(=S)S. As for the spin multiplicity: 1.

Atoms and positions in Å:
C 0.07 -0.49 0.00
P -1.78 -0.41 0.00
S 0.76 -1.98 0.00
S -2.20 1.48 0.00
S 0.98 1.00 0.00
H 2.17 0.40 0.00

=====

Short version: two is the most stable of them.

=====

one.
Molecular formula: C4H4FNOS
Method: DFT, wB97M-V/def2-TZVPD

The HOMO energy comes out at -8.6 eV. The value obtained for the orbital gap is 9.071 eV. The SMILES is Cc1oc(S)nc1F. As for the spin multiplicity: 1.

Atoms and positions in Å:
C -0.08 2.11 0.24
C 0.01 0.51 0.06
C 0.79 -1.46 -0.33
C -1.03 -0.34 -0.22
H 0.89 2.70 0.05
H -0.01 2.42 1.31
H -1.08 2.62 -0.10
H 0.51 -3.83 -0.18
N -0.57 -1.58 -0.51
O 1.22 -0.25 0.00
F -2.26 0.21 -0.23
S 1.61 -3.10 -0.10

=====

two.
Molecular formula: C4H4FNOS
Method: DFT, wB97M-V/def2-TZVPD

The HOMO energy comes out at -8.3 eV. The value obtained for the orbital gap is 8.881 eV. The SMILES is FCc1coc(=S)[nH]1. As for the spin multiplicity: 1.

Atoms and positions in Å:
C -2.50 0.10 0.29
C -1.05 0.37 0.11
C -0.41 1.54 -0.06
C 1.19 0.01 -0.04
H -2.79 0.14 1.32
H -3.11 0.86 -0.25
H -0.74 2.57 0.00
H -0.15 -1.60 0.11
N -0.06 -0.58 0.02
O 0.93 1.34 -0.18
F -2.88 -1.14 -0.28
S 2.64 -0.65 0.05

=====

Short version: two is the most stable of them.